(1)
A single C4H7N3 molecule in a non-equilibrium geometry, computed with ωB97M-V with the def2-TZVPD basis set.

Calculated values
relative energy (zero: lowest compared OMol25 entry of this formula, charge and spin)	42.1	kcal per mole
energy	-320.81625	Ha
SMILES string	Nc1c[nH]c(N)c1
HOMO-LUMO gap	8.0966	eV

ORCA input file:
```
! RIJCOSX wB97M-V def2-TZVPD def2/J DEFGRID3
* xyz 0 1
N 0.117 -0.520 -2.345
N 1.109 -1.037 -0.125
N -0.976 1.164 1.890
C -0.290 0.392 0.947
C 0.554 -0.664 1.132
C 0.479 -0.278 -1.042
C -0.287 0.713 -0.441
H -0.191 1.733 -0.802
H 0.893 -1.141 2.034
H 1.407 -1.980 -0.326
H -0.686 0.160 -2.199
H -1.077 0.711 2.787
H 0.828 -0.723 -3.058
H -1.879 1.469 1.549
*
```

(2)
C10H21CeClINO3P as an isolated structure in a non-equilibrium geometry, computed with ωB97M-V with the def2-TZVPD basis set.

Calculated values
energy	-2247.94934	Ha
HOMO-LUMO gap (alpha / beta)	5.7224 / 5.8324	eV

ORCA input file:
```
! RIJCOSX wB97M-V def2-TZVPD def2/J DEFGRID3
* xyz 2 2
Ce -1.024 1.368 1.536
I 1.816 2.361 -1.807
Cl -3.078 0.479 0.352
P 0.162 0.963 -4.103
O 2.052 -0.434 -2.615
O 2.342 0.340 1.141
O -0.778 -0.536 2.647
N -0.490 -1.042 4.823
C -0.045 -1.100 3.582
C 1.250 -1.731 3.232
C 1.358 0.906 0.904
C -1.746 -0.353 5.075
C 1.423 1.813 -5.143
C -0.435 -0.385 -5.148
C -0.161 -0.360 -1.570
C -1.287 1.884 -3.481
C 0.928 0.100 -2.563
C 0.322 -1.497 5.950
H -1.372 -0.808 -4.770
H -0.905 0.420 -1.141
H 0.355 -0.984 -0.757
H -2.538 -0.795 4.462
H -2.000 -0.519 6.125
H -0.785 -1.085 -2.184
H -1.672 0.734 4.914
H 1.718 2.809 -4.751
H 0.989 1.919 -6.170
H 1.277 -2.059 2.187
H -0.332 -1.464 6.820
H -0.606 -0.044 -6.189
H -1.938 1.137 -2.995
H 1.185 -0.832 6.098
H 2.107 -1.052 3.381
H 0.317 -1.189 -5.157
H -0.997 2.656 -2.755
H 1.456 -2.622 3.850
H 2.316 1.154 -5.205
H -1.826 2.364 -4.306
H 0.643 -2.517 5.730
*
```

(3)
A 2-piece molecular cluster, CH5NO2S overall in a non-equilibrium geometry, computed with ωB97M-V with the def2-TZVPD basis set.

Calculated values
relative energy (zero: lowest compared OMol25 entry of this formula, charge and spin)	112.0	kcal per mole
energy	-644.36572	Ha
SMILES string	CSO.N=O
HOMO-LUMO gap	7.2332	eV

ORCA input file:
```
! RIJCOSX wB97M-V def2-TZVPD def2/J DEFGRID3
* xyz 0 1
S 0.965 1.126 -0.037
O -0.602 -0.979 1.168
O -0.566 1.613 0.313
N -1.042 -1.572 2.148
C 0.699 0.335 -1.631
H 1.758 0.190 -2.125
H 0.071 -0.534 -1.339
H -1.014 1.145 1.039
H 0.161 1.043 -2.129
H -0.431 -2.367 2.593
*
```